# 1
ORCA calculation (ωB97M-V/def2-TZVPD) on a molecular structure, C50H40BrN8O3S2Ti at a distorted geometry.

```
105
Properties=species:S:1:pos:R:3
Ti 0.78147 0.87104 0.27673
C -0.88440 4.93588 -0.26563
C -0.57058 3.55740 0.22367
N 0.39274 2.72079 -0.36055
O 0.77061 3.34249 -1.58937
C -1.23704 2.96433 1.22944
C -2.25698 3.55870 2.20735
N -0.76382 1.66686 1.35460
O -1.26589 1.09150 2.59270
H -0.94143 4.99666 -1.36830
H -0.18063 5.72654 0.03885
H -1.93515 5.19751 0.07059
H 1.61439 3.78899 -1.42201
H -2.62862 4.55922 1.86706
H -1.80674 3.64661 3.16384
H -3.14151 2.89862 2.38955
S -3.71022 -2.23509 -2.52503
C -5.38875 -2.04728 -2.78999
C -5.81964 -0.79696 -3.06973
C -4.67577 0.08315 -3.14997
C -3.53616 -0.53705 -2.77769
C -2.14745 -0.08747 -2.84816
C -1.37959 -0.10823 -1.68156
N -0.13318 0.32010 -1.64738
C 0.52454 0.65464 -2.76920
C -0.14885 0.69141 -3.99068
C 0.59177 1.04660 -5.20696
C 1.89732 1.21559 -5.16663
C 2.62203 1.28152 -3.86723
C 3.95293 1.59907 -3.72462
C 4.55024 1.63535 -2.52711
C 3.71884 1.45801 -1.37041
N 2.43751 1.23409 -1.47691
C 1.91200 1.04577 -2.71210
C 5.91956 2.01591 -2.28963
C 6.98537 1.77683 -3.12918
C 8.20639 2.44702 -2.73091
C 7.98936 3.16817 -1.59108
S 6.40667 2.97675 -0.97922
C -1.49106 0.33650 -3.95719
H -6.00901 -2.91569 -2.66640
H -6.78537 -0.54323 -3.40886
H -4.74991 1.12636 -3.31458
H -1.88809 -0.35472 -0.70440
H 0.06521 0.95887 -6.14971
H 2.37622 1.47760 -6.08719
H 4.55497 1.77796 -4.60787
H 4.08450 1.62722 -0.33626
H 6.89330 1.13954 -3.98389
H 9.13642 2.32267 -3.21947
H 8.71193 3.70562 -1.01875
H -2.09026 0.39992 -4.86346
C 2.48957 -3.18527 -1.47100
C 2.31478 -4.05632 -0.43608
C 1.82499 -3.57641 0.76094
C 1.43527 -2.21917 0.89571
C 1.60316 -1.27765 -0.16976
C 2.16355 -1.82418 -1.31896
C 0.84994 -1.68403 2.11474
C 0.87589 -2.26563 3.39621
C 0.20767 -1.63660 4.41369
C -0.58059 -0.50098 4.21478
C -1.46633 0.08957 5.22745
C -2.71487 0.32490 4.86196
C -3.22398 0.18432 3.48512
C -2.65349 0.63471 2.41274
C -0.46280 -0.02905 2.93886
N 0.13048 -0.55022 1.93610
H 2.75208 -3.63670 -2.43499
H 2.48305 -5.11527 -0.52769
H 1.62562 -4.29293 1.53296
H 2.42671 -1.16580 -2.18688
H 1.42339 -3.17304 3.53207
H 0.21191 -2.09738 5.41456
H -1.09759 0.38564 6.17527
H -3.46936 0.74844 5.48884
H -4.16062 -0.32537 3.29330
H -2.94725 0.52520 1.38797
C -7.18842 -3.56212 0.92350
N -5.72141 -3.62556 0.84961
C -5.08748 -4.64956 0.21313
C -3.76666 -4.86969 0.32329
C -3.03186 -3.94384 1.09642
N -3.60028 -2.88481 1.66481
C -4.93251 -2.71162 1.63612
O -5.49987 -1.81631 2.26088
N -1.69879 -4.09190 1.30507
H -7.67071 -3.93354 0.00006
H -7.45706 -2.49036 1.04521
H -7.52227 -4.13798 1.79824
H -5.72570 -5.32619 -0.32905
H -3.30078 -5.78934 -0.02347
H -1.21755 -4.79816 0.76487
H -1.14023 -3.32016 1.68791
Br 6.40513 2.16374 3.88584
C 4.76427 1.69742 3.09832
C 3.79634 2.64710 3.00396
C 2.66536 2.37727 2.22228
C 2.50485 1.17708 1.55543
C 3.56065 0.15848 1.73161
C 4.63750 0.43833 2.55720
H 3.91041 3.57349 3.52962
H 1.88966 3.13144 2.16934
H 3.48446 -0.80190 1.26010
H 5.37157 -0.31174 2.76266
```

Properties
- M: 992.8 g mol⁻¹
- Gap between HOMO and LUMO: 6.28 eV
- Net charge: +1
- DFT total energy: -185381.065 eV
- HOMO level: -9.182 eV

These are the Löwdin partial charges, in e, on atoms 1 to 8:
1 Ti 1.02
2 C -0.03
3 C -0.30
4 N -0.14
5 O -0.07
6 C -0.28
7 C 0.00
8 N -0.03


# 2
ORCA calculation (ωB97M-V/def2-TZVPD) on a molecular structure, C50H40IN2O3P2Pd at a distorted geometry.

```
99
Properties=species:S:1:pos:R:3
Pd 0.40738 0.13305 -0.38587
C 0.32876 0.50794 4.20270
C 1.61776 0.03057 3.60950
N 2.61121 -0.26281 4.40543
C 3.76784 -0.69819 3.89055
C 3.98483 -0.86579 2.54711
C 5.34735 -1.31834 2.08506
O 5.32211 -2.53974 1.35604
C 2.93058 -0.56003 1.63741
C 3.21856 -0.69670 0.23222
N 2.52366 -0.24248 -0.75388
C 3.10215 -0.26963 -2.05402
C 4.47619 -0.43226 -2.26790
C 5.00807 -0.46045 -3.54307
C 4.19190 -0.29741 -4.65109
C 2.84161 -0.07724 -4.46552
C 2.30932 -0.05014 -3.18389
I 0.28283 0.43484 -3.02024
C 1.71331 -0.10052 2.17980
O 0.61543 0.18985 1.54937
H 0.38105 0.42673 5.28419
H -0.51272 -0.07520 3.82147
H 0.13445 1.54891 3.92578
H 4.55486 -0.90939 4.60655
H 6.00906 -1.39086 2.95194
H 5.79455 -0.58364 1.41092
H 5.12202 -3.26098 1.96151
H 4.14922 -1.21120 0.02693
H 5.16096 -0.52003 -1.43795
H 6.07381 -0.59607 -3.66680
H 4.60505 -0.31537 -5.64983
H 2.19845 0.08590 -5.32081
O -2.25679 0.47261 1.29768
C -3.11650 -0.58227 1.43549
C -4.35258 -0.51794 2.07593
C -5.14957 -1.64660 2.14518
C -4.74131 -2.84232 1.57269
C -3.54245 -2.88524 0.88755
C -2.71933 -1.76130 0.79652
P -1.25989 -1.81330 -0.29244
C -0.46447 -3.39889 0.14709
C 0.55745 -3.36547 1.09387
C 1.17238 -4.53467 1.51385
C 0.77728 -5.75431 0.98562
C -0.23866 -5.79958 0.04247
C -0.86040 -4.63267 -0.37143
C -2.02282 -2.15519 -1.91697
C -3.30182 -1.70128 -2.23931
C -3.79976 -1.85592 -3.52568
C -3.03457 -2.47111 -4.50458
C -1.76294 -2.92926 -4.19329
C -1.25796 -2.76295 -2.91482
C -2.19298 1.58761 2.08512
C -2.77420 1.74446 3.33696
C -2.61522 2.94378 4.01323
C -1.88268 3.98435 3.46234
C -1.26831 3.80624 2.23567
C -1.39499 2.60399 1.54691
P -0.60599 2.27816 -0.03553
C 0.84475 3.36117 -0.08453
C 1.25898 3.92397 -1.28981
C 2.48457 4.56974 -1.37640
C 3.31074 4.64790 -0.26720
C 2.91029 4.07235 0.93307
C 1.68972 3.42740 1.02471
C -1.75161 2.81013 -1.32371
C -2.51681 1.82524 -1.94206
C -3.45932 2.16610 -2.90103
C -3.63784 3.49678 -3.24618
C -2.87988 4.48583 -2.63018
C -1.94430 4.14673 -1.66769
H -4.70545 0.41199 2.49410
H -6.10475 -1.58518 2.64962
H -5.36308 -3.72432 1.63997
H -3.23943 -3.80251 0.40245
H 0.86835 -2.41529 1.51627
H 1.95924 -4.48538 2.25520
H 1.25780 -6.66888 1.30670
H -0.55154 -6.74947 -0.37120
H -1.64785 -4.68790 -1.11113
H -3.92925 -1.24530 -1.48133
H -4.79854 -1.50823 -3.75737
H -3.42964 -2.60056 -5.50340
H -1.16044 -3.41665 -4.94892
H -0.25545 -3.11004 -2.69136
H -3.32086 0.93868 3.79979
H -3.07274 3.06115 4.98641
H -1.77677 4.92131 3.99097
H -0.66809 4.60412 1.81771
H 0.62891 3.85865 -2.16818
H 2.79084 5.01279 -2.31500
H 4.26484 5.15315 -0.33509
H 3.55292 4.12334 1.80241
H 1.40081 2.95847 1.95859
H -2.37099 0.78348 -1.67155
H -4.04739 1.39212 -3.37776
H -4.36995 3.76750 -3.99540
H -3.02205 5.52360 -2.90040
H -1.36133 4.92174 -1.18481
```

Properties
- M: 1012.2 g mol⁻¹
- Gap between HOMO and LUMO: 6.30 eV
- Net charge: +1
- DFT total energy: -91775.480 eV
- HOMO level: -9.781 eV

These are the Löwdin partial charges, in e, on atoms 1 to 8:
1 Pd 0.47
2 C 0.00
3 C -0.25
4 N 0.13
5 C -0.10
6 C -0.15
7 C -0.21
8 O -0.06


# 3
ORCA calculation (ωB97M-V/def2-TZVPD) on a molecular structure, C50H41AsBrN4O5S4Ti at a distorted geometry.

```
107
Properties=species:S:1:pos:R:3
Ti -0.30381 1.15690 0.19106
C 2.61567 -0.21512 3.02211
C 1.34706 0.50700 3.31890
N 0.49170 0.97855 2.43710
C -0.50407 1.64298 3.15839
C -0.23249 1.52824 4.52349
N 0.95602 0.80742 4.57304
C -0.88401 1.90755 5.75458
O -2.01375 2.59433 5.65972
O -0.39792 1.59062 6.84385
C -1.59934 2.26286 2.47763
O -2.50168 2.87025 3.11979
O -1.58007 2.18358 1.16895
H 3.19891 0.33061 2.27726
H 2.42403 -1.20600 2.61161
H 3.21113 -0.32934 3.92812
H 1.40932 0.56985 5.43889
H -2.25281 2.74404 4.67053
S 3.47908 1.43932 -0.73109
C 4.28642 -0.00071 -0.21870
C 5.67635 -0.04800 0.01175
C 6.29301 -1.19320 0.48114
C 5.54933 -2.34092 0.73830
C 4.18034 -2.32310 0.50168
C 3.54665 -1.18562 0.01142
As 1.60484 -1.01480 -0.26235
C 1.23063 -2.90460 0.22476
C 1.51414 -3.97911 -0.61345
C 1.36960 -5.28640 -0.16830
C 0.92278 -5.54447 1.12101
C 0.61241 -4.48268 1.95885
C 0.76913 -3.17850 1.50798
C 1.53690 -1.35876 -2.19544
C 0.28772 -1.33613 -2.80763
C 0.14107 -1.68691 -4.14180
C 1.25491 -2.05441 -4.88554
C 2.51002 -2.05355 -4.28899
C 2.65076 -1.70740 -2.95006
H 6.25191 0.85013 -0.17763
H 7.36445 -1.19344 0.65675
H 6.02528 -3.23623 1.12014
H 3.60890 -3.21984 0.70260
H 1.86888 -3.80040 -1.62046
H 1.60822 -6.10893 -0.83355
H 0.79972 -6.56502 1.46495
H 0.23899 -4.66577 2.95940
H 0.51588 -2.36101 2.17238
H -0.56433 -1.00672 -2.22756
H -0.83785 -1.64462 -4.60487
H 1.14956 -2.31314 -5.93305
H 3.38499 -2.32915 -4.86713
H 3.63159 -1.70724 -2.48893
Br 3.55199 4.89288 3.03061
C 2.36008 4.61453 1.57994
C 2.08017 5.63812 0.70321
C 1.21085 5.34581 -0.33502
C 0.66685 4.07870 -0.43523
N 0.93858 3.09007 0.42596
C 1.78797 3.36620 1.41705
H 2.52344 6.61682 0.82339
H 0.95227 6.09404 -1.07209
H -0.01274 3.83176 -1.23524
H 2.04087 2.56215 2.08644
O -1.32680 -0.50702 0.36174
C -2.59709 -0.95315 0.68601
C -2.87713 -0.76987 2.18733
C -1.93908 -1.04395 3.13522
C -2.41873 -0.96729 4.46887
C -3.73815 -0.64639 4.52000
S -4.38986 -0.44042 2.95425
C -3.62653 -0.29920 -0.25931
C -3.52701 -0.32751 -1.61969
C -4.63444 0.24812 -2.29196
C -5.57580 0.71501 -1.42813
S -5.09450 0.47979 0.19412
C -2.72152 -2.47402 0.41850
C -2.24541 -3.18094 -0.64200
C -2.61465 -4.55317 -0.61736
C -3.36585 -4.87119 0.47111
S -3.60524 -3.50738 1.47641
H -0.92320 -1.27796 2.86116
H -1.80043 -1.11138 5.34451
H -4.35658 -0.47754 5.38738
H -2.67770 -0.74363 -2.13738
H -4.70956 0.32547 -3.36816
H -6.50342 1.22138 -1.64461
H -1.63808 -2.74247 -1.41842
H -2.31001 -5.26654 -1.37087
H -3.77065 -5.83073 0.75429
C 1.35994 1.93288 -3.63125
C -0.10199 2.26594 -3.76599
C -0.57973 2.73663 -4.98345
C -1.87217 3.21917 -5.12517
C -2.66885 3.30036 -3.98877
C -2.23327 2.83659 -2.75622
C -3.04272 3.10914 -1.51922
C -0.96974 2.19410 -2.64240
N -0.57441 1.64784 -1.45258
H 1.96216 2.83672 -3.76692
H 1.68406 1.21236 -4.38091
H 1.59131 1.53547 -2.64960
H 0.09567 2.74444 -5.83506
H -2.23121 3.57975 -6.08227
H -3.65565 3.75010 -4.05311
H -4.08192 3.32698 -1.77291
H -2.63752 3.97578 -0.98611
H -3.00297 2.28372 -0.81174
```

Properties
- M: 1108.9 g mol⁻¹
- Gap between HOMO and LUMO (spin up / spin down): 3.50 / 6.14 eV
- Net charge: -2
- 2S+1: 2
- DFT total energy: -266056.791 eV
- Expectation value of S²: 0.765
- HOMO level (spin up / spin down): 0.356 / -2.280 eV

These are the Löwdin partial charges, in e, on atoms 1 to 8:
1 Ti 0.88
2 C 0.01
3 C -0.38
4 N 0.06
5 C -0.18
6 C -0.13
7 N 0.16
8 C -0.56


# 4
ORCA calculation (ωB97M-V/def2-TZVPD) on a molecular structure, C50H41Br2N9PtS3.

```
106
Properties=species:S:1:pos:R:3
Pt -0.24655 -2.72120 -0.67211
Br -3.40420 -8.43511 0.57109
C -2.48424 -6.84305 0.27448
C -1.12276 -6.75770 0.51682
C -0.47977 -5.55711 0.27713
N -1.12529 -4.48102 -0.18298
C -2.45699 -4.55831 -0.39600
C -3.16682 -5.71989 -0.18201
C -3.08189 -3.26939 -0.80721
C -4.43089 -3.11760 -1.04725
C -4.91573 -1.84403 -1.33275
Br -6.72890 -1.59851 -1.68953
C -4.04364 -0.76799 -1.32714
C -2.70392 -1.00385 -1.08016
N -2.22231 -2.22950 -0.86675
H -0.56251 -7.60273 0.88781
H 0.57693 -5.44002 0.46474
H -4.23209 -5.76558 -0.34637
H -5.10611 -3.95821 -1.01047
H -4.38766 0.23865 -1.51196
H -1.99230 -0.19414 -1.03181
N 0.00463 -1.40972 1.65583
S 0.09876 -0.07984 2.21335
N 0.80392 1.18382 1.34853
S 0.30143 2.04432 0.19772
N -0.30573 1.46298 -1.11364
S 0.38864 0.24467 -1.95359
N 0.68670 -1.03781 -1.33414
C 1.87251 0.92846 -2.64382
C 1.82746 2.02199 -3.49715
C 3.01383 2.50030 -4.02777
C 4.21982 1.89204 -3.70045
C 4.24714 0.80079 -2.84453
C 3.06615 0.30427 -2.31242
C -0.77835 0.22247 -3.29935
C -1.62909 1.27245 -3.62654
C -2.50866 1.11231 -4.68581
C -2.53377 -0.07890 -5.40189
C -1.67710 -1.11700 -5.06796
C -0.78928 -0.97073 -4.01174
C -0.93531 3.22885 0.65061
C -0.53286 4.29415 1.44808
C -1.47479 5.23105 1.83686
C -2.79923 5.08712 1.44313
C -3.18843 4.00929 0.66152
C -2.25262 3.07163 0.25049
C 1.69446 3.05792 -0.19995
C 2.94558 2.76500 0.31712
C 4.01287 3.57940 -0.03900
C 3.81442 4.66272 -0.88071
C 2.54992 4.94124 -1.38888
C 1.47920 4.13146 -1.05826
C 1.14099 0.10368 3.65289
C 1.81840 1.26461 4.00600
C 2.58673 1.27348 5.15975
C 2.67724 0.13235 5.94749
C 2.00101 -1.02247 5.58436
C 1.22790 -1.04287 4.43239
C -1.46426 0.59057 2.77590
C -1.58316 1.67864 3.63048
C -2.84398 2.07115 4.04733
C -3.97114 1.38335 3.61141
C -3.84029 0.28987 2.76998
C -2.57817 -0.12110 2.36059
H 0.88610 2.48732 -3.75869
H 2.99713 3.34400 -4.70373
H 5.14147 2.26661 -4.12461
H 5.18726 0.32501 -2.60011
H 3.05252 -0.55587 -1.65796
H -1.61340 2.18792 -3.05233
H -3.17664 1.91892 -4.95563
H -3.22118 -0.19427 -6.22877
H -1.69763 -2.04022 -5.63068
H -0.12313 -1.77391 -3.72385
H 0.50255 4.40527 1.74479
H -1.17467 6.07638 2.44053
H -3.53236 5.82294 1.74603
H -4.22128 3.90314 0.35995
H -2.53385 2.24064 -0.37967
H 3.07429 1.92320 0.98208
H 4.99868 3.37014 0.35273
H 4.64847 5.29922 -1.14262
H 2.40101 5.78977 -2.04201
H 0.49045 4.34115 -1.44606
H 1.75890 2.14432 3.38075
H 3.11975 2.17067 5.44374
H 3.27677 0.14506 6.84737
H 2.07271 -1.90893 6.19981
H 0.69633 -1.93380 4.12460
H -0.70539 2.19896 3.98838
H -2.94967 2.90884 4.72312
H -4.95187 1.69047 3.94971
H -4.71762 -0.26321 2.45911
H -2.42891 -1.00577 1.75638
N 4.66410 -2.58637 1.33068
C 3.84738 -3.14947 0.40472
C 2.47441 -2.82862 0.38076
N 1.69373 -3.36521 -0.53933
C 2.21642 -4.20793 -1.45104
C 3.56474 -4.48884 -1.40303
N 4.38301 -3.97013 -0.49116
H 4.27184 -2.14154 2.14159
H 5.60030 -2.94981 1.40097
H 1.99420 -2.15494 1.08300
H 1.55341 -4.61771 -2.19688
H 4.00383 -5.15501 -2.13446
```

Properties
- M: 1219.0 g mol⁻¹
- Gap between HOMO and LUMO: 7.32 eV
- Net charge: +2
- DFT total energy: -241746.149 eV
- HOMO level: -12.667 eV

These are the Löwdin partial charges, in e, on atoms 1 to 8:
1 Pt 1.13
2 Br 0.87
3 C -0.67
4 C -0.06
5 C -0.08
6 N -0.07
7 C -0.18
8 C -0.03


> What is the DFT total energy in the fourth record?

-241746.149 eV